# 1
DFT (ωB97M-V with the def2-TZVPD basis set) results for a 2-piece molecular cluster, C11H15N overall in a non-equilibrium geometry.

```
27
Properties=species:S:1:pos:R:3:forces:R:3:nbo_charge:R:1
C -3.45248 -0.00664 -0.15719 -0.87 0.88 -1.09 -0.64
C -2.29155 -0.88367 -0.52904 -2.25 1.64 -0.30 -0.10
C -2.10233 -1.35258 -1.78595 1.60 -0.51 -0.09 -0.04
N -0.81256 -1.87356 -1.87360 -0.15 -0.27 1.49 -0.52
C -0.18182 -1.76719 -0.64917 -2.47 1.04 0.99 0.15
C 1.08966 -2.15525 -0.22540 -0.67 1.50 0.19 -0.25
C 1.50158 -1.58871 0.96606 -0.91 -1.11 -0.07 -0.20
C 0.61738 -0.95992 1.88478 0.79 -1.20 -0.18 -0.26
C -0.70489 -0.76393 1.57604 -1.90 -0.25 -1.32 -0.19
C -1.19149 -1.10856 0.26604 5.45 -1.25 -0.44 -0.09
H -3.56447 0.90774 -0.83583 0.12 -1.54 0.16 0.22
H -3.29325 0.57382 0.76039 -0.36 -1.04 0.41 0.22
H -4.37243 -0.64320 -0.25207 0.44 1.11 0.72 0.22
H -2.74085 -1.38938 -2.64149 -0.25 0.28 -0.23 0.21
H -0.28076 -1.99911 -2.69699 0.08 -0.35 -0.85 0.41
H 1.70375 -2.81526 -0.79267 0.50 -0.18 -0.44 0.21
H 2.45152 -1.91418 1.32115 0.70 0.13 0.37 0.20
H 1.06876 -1.01730 2.87387 -0.66 0.99 0.16 0.22
H -1.53123 -0.44240 2.21568 0.84 0.16 0.53 0.21
C 1.58034 2.46789 -0.01232 -1.11 -0.46 1.23 -0.62
C 3.07893 2.83944 0.24014 -2.05 -0.95 -2.40 -0.62
H 0.99900 3.37086 -0.17415 -0.14 0.26 0.27 0.20
H 1.38346 1.91897 -0.91827 0.56 -0.40 -0.55 0.20
H 1.02682 1.83046 0.73696 0.84 0.89 -0.22 0.21
H 3.55597 2.10917 0.87812 0.48 -0.22 -0.37 0.21
H 3.12234 3.80301 0.69809 0.28 0.64 0.14 0.20
H 3.34062 2.85947 -0.87317 1.12 0.18 1.91 0.21
```
Positions in Å, forces in eV/Å.

Calculated values
**LUMO level**: 0.9118 eV
**Structure (SMILES)**: Cc1c[nH]c2ccccc12.CC
**Energy above the lowest of the compared OMol25 structures with the same formula, charge and spin**: 1.826 eV
**DFT total energy**: -13138.965 eV
**Maximum force**: 0.10908 hartree/bohr

---

# 2
DFT (ωB97M-V with the def2-TZVPD basis set) results for a 2-piece molecular cluster, C4H12 overall in a non-equilibrium geometry.

```
16
Properties=species:S:1:pos:R:3:forces:R:3:nbo_charge:R:1
C -0.86148 -0.48371 -1.43772 -0.29 -1.50 -0.62 -0.60
C -1.74269 -1.55903 -2.14475 0.27 1.03 0.80 -0.60
H -0.04540 -0.19127 -2.08399 0.12 0.38 -0.21 0.20
H -1.44495 0.36938 -1.11132 0.13 0.11 0.15 0.20
H -0.39543 -1.03360 -0.62393 -0.04 0.52 0.49 0.20
H -1.17063 -2.48111 -2.17255 -0.16 -0.18 -0.35 0.20
H -2.62431 -1.70518 -1.52116 -0.10 -0.26 -0.14 0.20
H -2.06714 -1.23691 -3.12792 0.01 -0.16 -0.20 0.20
C 0.92503 0.54952 1.31147 -0.04 -0.43 1.16 -0.61
C 1.59692 1.55803 2.23415 0.74 0.21 -0.52 -0.61
H -0.14439 0.40520 1.45147 -0.18 0.52 0.02 0.20
H 1.11767 0.80362 0.27877 0.11 -0.30 -0.24 0.21
H 1.32846 -0.41995 1.62257 0.17 -0.10 -0.72 0.20
H 1.35582 2.59195 1.98795 -0.31 0.01 0.29 0.20
H 2.67308 1.48176 2.04040 -0.01 0.06 0.05 0.20
H 1.49945 1.35130 3.29655 -0.42 0.08 0.04 0.20
```
Positions in Å, forces in eV/Å.

Calculated values
**LUMO level**: 1.1152 eV
**Structure (SMILES)**: CC.CC
**Energy above the lowest of the compared OMol25 structures with the same formula, charge and spin**: 0.268 eV
**DFT total energy**: -4342.261 eV
**Maximum force**: 0.03202 hartree/bohr

---

# 3
DFT (ωB97M-V with the def2-TZVPD basis set) results for an isolated ion of composition C2H2NO2S and charge -1 in a non-equilibrium geometry.

```
8
Properties=species:S:1:pos:R:3:forces:R:3:nbo_charge:R:1
C -1.09435 0.84386 0.59412 -4.68 -0.90 3.44 -0.18
C -0.07029 0.30951 -0.03144 5.60 -2.43 -4.38 -0.23
N -1.32171 -0.45432 -0.09127 0.55 3.01 -0.64 -0.57
O 2.14404 -0.76604 1.19309 0.36 1.43 -1.58 -1.02
O 1.89543 -1.14485 -1.19783 0.38 0.23 -0.74 -1.02
S 1.96996 -0.09862 -0.17009 -2.16 -2.05 2.79 1.50
H -1.69689 1.69136 0.73668 -0.78 1.06 -0.50 0.15
H -1.82619 -0.38090 -1.03326 0.73 -0.33 1.60 0.36
```
Positions in Å, forces in eV/Å.

Calculated values
**Multiplicity**: 3
**LUMO level (alpha / beta)**: 4.0759 / 3.2549 eV
**Total charge**: -1
**⟨S²⟩**: 2.01
**Energy above the lowest of the compared OMol25 structures with the same formula, charge and spin**: 2.227 eV
**DFT total energy**: -18521.029 eV
**Maximum force**: 0.14608 hartree/bohr

---

# 4
DFT (ωB97M-V with the def2-TZVPD basis set) results for a 5-piece molecular cluster, C26H57I3NO9 overall in a non-equilibrium geometry.

```
96
Properties=species:S:1:pos:R:3:forces:R:3:lowdin_charge:R:1
C -0.03262 1.70239 -1.83947 0.10 -0.60 0.13 -0.04
C 1.06776 1.56065 -2.88355 -0.14 0.37 -0.25 -0.49
C 2.45437 1.30328 -2.27568 -0.53 0.76 0.28 -0.16
C 2.54714 0.17816 -1.26593 0.72 -0.37 -0.47 -0.26
C 2.68759 -1.22970 -1.83163 -0.26 0.30 0.67 -0.64
I 4.26617 -1.46472 -3.24019 -0.25 -0.11 -0.14 0.93
C 0.84831 0.49500 -3.94295 0.49 -0.89 0.32 -0.07
N 1.75612 0.92346 -5.07772 -1.51 -0.13 -0.83 0.09
C 1.97020 2.41704 -4.99727 -0.25 0.67 -0.22 -0.33
C 3.39540 2.97605 -5.13116 0.14 -0.61 0.17 -0.13
C 4.45936 1.91964 -5.29240 2.24 -0.58 2.24 -0.80
O 5.29139 1.65631 -4.44659 -1.90 0.69 -2.09 -0.02
I 4.42497 0.76300 -7.11724 0.02 0.18 -0.04 0.92
C 1.14061 2.82840 -3.76334 0.19 -0.67 -0.38 -0.55
I -0.79470 3.42666 -4.53397 0.07 0.12 0.12 1.03
H -0.57829 2.62201 -1.93575 -0.24 0.32 -0.11 0.03
H 0.36256 1.70143 -0.83895 0.24 -0.05 0.39 0.07
H -0.73338 0.88310 -1.92040 -0.33 -0.22 0.09 0.09
H 3.16918 1.15826 -3.07752 0.37 -0.17 -0.01 0.05
H 2.76370 2.21302 -1.77346 0.06 0.32 0.16 0.13
H 1.72033 0.14690 -0.56835 -0.34 0.14 0.15 0.10
H 3.42946 0.37928 -0.67623 0.31 0.02 0.29 0.12
H 2.91034 -1.88886 -1.01157 0.27 -0.36 0.19 0.04
H 1.74347 -1.56662 -2.22333 -0.09 -0.35 -0.51 0.03
H 1.19277 -0.50100 -3.70592 0.11 -0.09 0.47 0.10
H -0.17306 0.35132 -4.26555 -0.35 0.56 -0.47 0.11
H 1.18771 0.78651 -5.91243 0.15 -0.06 -0.23 0.17
H 2.55921 0.31272 -5.25710 0.35 0.14 0.61 0.03
H 1.44818 2.78919 -5.85318 -0.17 0.13 -0.50 0.07
H 3.63843 3.57328 -4.26879 0.26 0.04 0.46 0.13
H 3.43029 3.63427 -5.98405 -0.01 0.13 -0.41 0.12
H 1.55469 3.65871 -3.21813 0.08 0.38 0.07 0.10
C 0.12388 6.97263 1.94536 -0.01 0.02 0.07 -0.11
O 0.71853 6.06539 2.85671 0.02 -0.01 -0.16 -0.18
C 0.18966 4.75411 2.77901 0.11 0.12 0.22 -0.21
C 1.11473 3.82680 2.02585 -0.20 -0.17 -0.14 -0.20
O 1.21809 4.18509 0.65108 0.12 0.00 -0.05 -0.21
C 2.41215 4.88711 0.35239 -0.04 -0.04 -0.05 -0.11
H 0.72440 7.87995 1.94663 0.01 0.00 0.05 0.09
H 0.09742 6.56669 0.93077 -0.02 -0.01 -0.01 0.08
H -0.89325 7.22503 2.26164 -0.02 -0.01 -0.06 0.09
H -0.80157 4.76256 2.31585 -0.01 -0.02 -0.04 0.13
H 0.08171 4.38341 3.80269 -0.03 -0.03 -0.01 0.13
H 0.70752 2.81099 2.06795 0.02 -0.01 0.02 0.12
H 2.10220 3.81445 2.49433 0.02 0.03 0.01 0.13
H 3.27541 4.21160 0.37661 0.04 0.04 0.05 0.09
H 2.57978 5.71162 1.04739 0.02 0.00 0.01 0.09
H 2.31343 5.29456 -0.65394 -0.03 -0.01 -0.02 0.08
C 0.06579 -2.45840 0.90861 0.06 0.10 -0.06 -0.11
O 0.02444 -1.16381 1.48155 0.00 -0.05 -0.09 -0.21
C -1.29821 -0.69480 1.71452 0.18 0.20 0.00 -0.21
C -1.69706 -0.83728 3.16520 -0.26 -0.14 0.05 -0.21
O -1.79654 -2.19628 3.54320 0.16 -0.03 -0.07 -0.18
C -0.68187 -2.66151 4.29129 -0.06 -0.02 0.05 -0.10
H 1.09704 -2.80649 0.95507 0.02 0.03 0.01 0.09
H -0.56860 -3.16621 1.44473 -0.03 0.02 0.00 0.09
H -0.24664 -2.41388 -0.14311 -0.05 -0.11 0.01 0.08
H -2.01086 -1.22417 1.07516 -0.02 -0.04 0.00 0.13
H -1.32027 0.36636 1.44265 -0.02 -0.01 0.00 0.12
H -2.68485 -0.38561 3.30111 0.02 0.05 0.00 0.13
H -0.99011 -0.30455 3.80808 0.05 0.01 -0.01 0.13
H -0.69891 -2.24602 5.30286 0.07 0.00 0.00 0.09
H 0.26419 -2.40520 3.80770 0.00 0.04 0.01 0.08
H -0.75665 -3.74405 4.36368 -0.07 0.00 0.03 0.08
C 0.56907 -5.57547 10.06966 -0.03 -0.04 0.03 -0.11
O -0.52259 -6.30047 9.53299 0.09 0.07 -0.06 -0.19
C -1.45905 -5.48673 8.84739 -0.07 -0.25 0.11 -0.21
C -1.29180 -5.58550 7.34886 -0.04 0.29 -0.10 -0.20
O -0.05541 -5.03263 6.91857 0.04 -0.11 0.01 -0.21
C 0.92352 -6.01658 6.63517 0.02 0.06 -0.02 -0.11
H 1.31507 -6.29803 10.39487 -0.03 -0.04 0.02 0.09
H 1.01846 -4.91332 9.32562 -0.01 0.02 0.00 0.08
H 0.25121 -4.98547 10.93578 0.03 0.05 -0.02 0.09
H -1.37564 -4.44491 9.17030 0.02 0.03 -0.02 0.13
H -2.45842 -5.84464 9.11312 -0.01 0.03 -0.01 0.13
H -2.08987 -5.01079 6.86729 -0.02 -0.03 0.00 0.12
H -1.38210 -6.62614 7.02554 0.02 -0.04 0.02 0.13
H 0.68428 -6.54232 5.70390 0.01 -0.06 0.03 0.09
H 1.01347 -6.74120 7.44708 -0.02 -0.02 -0.01 0.09
H 1.87765 -5.50649 6.51290 -0.01 0.04 -0.02 0.09
C -3.22939 -0.50774 -3.80611 0.03 0.08 0.02 -0.11
O -2.70471 0.01918 -5.01536 0.12 -0.09 0.09 -0.24
C -2.88069 -0.85486 -6.12646 0.16 0.19 -0.05 -0.20
C -4.03907 -0.42708 -6.99791 -0.20 -0.20 -0.06 -0.21
O -5.27271 -0.56123 -6.31939 0.08 0.09 0.13 -0.18
C -5.79325 0.66539 -5.83563 -0.05 -0.02 -0.04 -0.10
H -3.24097 0.29844 -3.07338 0.02 0.03 -0.02 0.09
H -4.24684 -0.87830 -3.93836 0.00 -0.02 0.00 0.09
H -2.59490 -1.31901 -3.42994 -0.05 -0.05 0.00 0.09
H -3.02309 -1.88371 -5.78599 -0.04 -0.02 0.01 0.13
H -1.96080 -0.81877 -6.72097 -0.01 -0.03 -0.01 0.12
H -4.07499 -1.07938 -7.87563 0.04 0.02 -0.02 0.13
H -3.89538 0.60039 -7.34591 0.03 0.03 0.02 0.13
H -6.16684 1.27755 -6.66245 0.03 0.05 0.02 0.09
H -5.04335 1.22978 -5.27516 0.01 0.02 -0.02 0.08
H -6.62354 0.43082 -5.17323 -0.02 -0.04 -0.03 0.09
```
Positions in Å, forces in eV/Å.

Calculated values
**LUMO level**: -2.9243 eV
**Total charge**: +1
**DFT total energy**: -72094.600 eV
**Maximum force**: 0.06267 hartree/bohr